Entry from the Open Molecules 2025 dataset: a molecular structure, C25H26Br33F10IN2O4S (wB97M-V/def2-TZVPD).

HOMO-LUMO gap = 0.344 Ha
HOMO energy = -9.80 eV

Element x y z (Å)
C (0.016, -3.811, 2.498)
C (0.997, -3.551, 1.377)
F (2.200, -4.186, 1.646)
C (1.273, -2.088, 1.035)
I (1.967, -1.123, 2.893)
N (0.016, -1.467, 0.648)
C (0.105, -0.834, -0.581)
O (-0.810, -0.547, -1.306)
C (1.584, -0.595, -0.856)
C (2.024, 0.765, -0.340)
C (1.257, 1.922, -1.009)
C (0.999, 3.139, -0.138)
F (1.426, 4.253, -0.786)
F (1.672, 3.101, 1.026)
C (-0.508, 3.470, 0.150)
F (-1.177, 3.350, -0.995)
F (-0.600, 4.732, 0.549)
S (-1.393, 2.435, 1.483)
F (-2.526, 3.526, 1.597)
F (-2.237, 1.649, 0.407)
F (-0.268, 1.314, 1.397)
F (-0.546, 3.184, 2.589)
F (-2.100, 1.598, 2.616)
O (1.704, -0.626, -2.318)
C (2.851, -0.256, -2.779)
N (3.876, 0.068, -3.204)
C (2.243, -1.846, -0.190)
C (2.141, -3.023, -1.179)
C (3.728, -1.574, 0.117)
C (4.554, -2.753, 0.587)
O (4.823, -3.008, 1.730)
O (5.007, -3.483, -0.455)
H (0.540, -3.942, 3.443)
H (-0.706, -3.002, 2.617)
H (-0.528, -4.722, 2.264)
H (0.601, -3.998, 0.459)
H (-0.778, -2.106, 0.629)
H (1.902, 0.758, 0.742)
H (3.088, 0.885, -0.545)
H (0.316, 1.575, -1.437)
H (1.853, 2.296, -1.843)
H (2.783, -2.843, -2.039)
H (2.466, -3.949, -0.714)
H (1.121, -3.156, -1.548)
H (3.849, -0.801, 0.870)
H (4.178, -1.217, -0.813)
H (5.550, -4.193, -0.075)
C (3.893, 1.043, -6.886)
Br (5.388, 2.001, -7.613)
Br (2.348, 2.180, -6.748)
Br (3.508, -0.551, -7.888)
H (4.156, 0.737, -5.882)
C (-2.783, 5.029, -3.566)
Br (-1.287, 6.014, -4.258)
Br (-4.325, 6.157, -3.373)
Br (-3.160, 3.474, -4.627)
H (-2.516, 4.685, -2.577)
C (5.485, 6.105, -8.381)
Br (3.804, 5.750, -9.241)
Br (5.412, 5.693, -6.508)
Br (6.926, 5.168, -9.245)
H (5.684, 7.162, -8.476)
C (-8.104, 6.425, -3.529)
Br (-9.407, 5.130, -2.953)
Br (-8.675, 7.334, -5.122)
Br (-7.646, 7.663, -2.134)
H (-7.208, 5.874, -3.778)
C (-4.239, 7.248, 0.959)
Br (-4.199, 8.740, -0.251)
Br (-4.869, 7.777, 2.697)
Br (-5.270, 5.792, 0.251)
H (-3.223, 6.899, 1.078)
C (-10.206, 7.996, 1.586)
Br (-10.641, 9.859, 1.400)
Br (-10.706, 6.996, 0.025)
Br (-8.344, 7.747, 2.007)
H (-10.780, 7.613, 2.417)
C (3.405, -8.131, 1.391)
Br (3.413, -6.911, -0.100)
Br (2.719, -7.326, 2.994)
Br (2.465, -9.748, 0.968)
H (4.434, -8.390, 1.589)
C (1.012, -12.527, 3.766)
Br (1.942, -13.169, 2.211)
Br (2.202, -11.603, 4.958)
Br (-0.484, -11.423, 3.278)
H (0.625, -13.387, 4.291)
C (2.645, -4.778, 6.926)
Br (2.531, -3.555, 5.451)
Br (2.030, -3.988, 8.565)
Br (1.694, -6.402, 6.518)
H (3.685, -5.040, 7.062)
C (-2.451, -6.030, -0.142)
Br (-3.559, -6.604, 1.315)
Br (-2.540, -4.120, -0.393)
Br (-0.631, -6.595, 0.092)
H (-2.825, -6.490, -1.045)
C (-0.437, 2.243, 6.030)
Br (-0.285, 0.369, 6.417)
Br (-1.457, 3.163, 7.373)
Br (1.296, 3.040, 5.792)
H (-0.971, 2.341, 5.097)

Atoms 1-3, force components in eV/Å:
C -0.073 -0.040 0.082
C 0.027 -0.026 -0.251
F -0.072 0.057 0.008


Entry from the Open Molecules 2025 dataset: a molecular structure, C25H26BrN3O2Ti (wB97M-V/def2-TZVPD).

HOMO-LUMO gap (spin up / spin down) = 0.184 / 0.211 Ha
HOMO energy (spin up / spin down) = -5.53 / -5.90 eV

Element x y z (Å)
Ti (-0.569, 0.190, -0.336)
O (0.287, -1.555, -4.319)
C (1.149, -0.586, -4.715)
C (1.784, -0.775, -5.940)
C (2.685, 0.162, -6.412)
C (2.963, 1.307, -5.670)
C (2.321, 1.489, -4.457)
C (1.416, 0.554, -3.952)
C (0.787, 0.838, -2.607)
O (-0.215, -0.113, -2.194)
N (1.891, 0.889, -1.634)
N (1.355, 0.657, -0.323)
C (2.189, 0.118, 0.606)
C (1.836, -0.092, 1.936)
Br (-0.006, 0.374, 2.320)
C (2.653, -0.516, 2.953)
C (2.341, -0.883, 4.341)
C (1.210, -1.624, 4.693)
C (0.964, -1.970, 6.015)
C (1.850, -1.598, 7.018)
C (2.993, -0.881, 6.681)
C (3.233, -0.531, 5.360)
H (-0.079, -1.274, -3.452)
H (1.554, -1.670, -6.506)
H (3.172, 0.003, -7.367)
H (3.661, 2.049, -6.035)
H (2.519, 2.380, -3.871)
H (0.318, 1.823, -2.617)
H (2.604, 0.203, -1.867)
H (3.205, -0.141, 0.326)
H (3.701, -0.562, 2.668)
H (0.530, -1.954, 3.918)
H (0.081, -2.547, 6.258)
H (1.659, -1.874, 8.047)
H (3.700, -0.590, 7.448)
H (4.124, 0.032, 5.106)
C (-1.973, -2.398, -0.976)
N (-2.279, -1.152, -0.235)
C (-2.803, -1.498, 1.102)
C (-3.278, -0.288, -0.955)
C (-3.222, 1.137, -0.421)
C (-4.407, 1.828, -0.186)
C (-4.360, 3.137, 0.267)
C (-3.129, 3.744, 0.496)
C (-1.954, 3.036, 0.281)
C (-1.957, 1.718, -0.196)
H (-2.816, -3.092, -0.931)
H (-1.107, -2.884, -0.528)
H (-1.752, -2.166, -2.013)
H (-3.705, -2.106, 1.002)
H (-3.045, -0.586, 1.642)
H (-2.048, -2.051, 1.655)
H (-4.278, -0.722, -0.859)
H (-3.005, -0.306, -2.010)
H (-5.367, 1.350, -0.355)
H (-5.280, 3.679, 0.452)
H (-3.092, 4.765, 0.857)
H (-1.009, 3.525, 0.487)

Atoms 1-3, force components in eV/Å:
Ti 1.595 0.050 -0.369
O -0.058 0.029 0.188
C -0.133 -0.213 0.098


Entry from the Open Molecules 2025 dataset: a molecular structure, C25H26BrN5O3Ti (wB97M-V/def2-TZVPD).

multiplicity = 2
HOMO-LUMO gap (spin up / spin down) = 0.254 / 0.273 Ha
HOMO energy (spin up / spin down) = -10.44 / -10.92 eV
⟨S²⟩ = 0.75
total charge = +1

Element x y z (Å)
Ti (-0.472, 0.678, -0.583)
Br (6.416, -1.823, 0.635)
C (4.760, -0.937, 0.513)
C (4.385, -0.031, 1.516)
C (3.180, 0.627, 1.459)
C (2.300, 0.392, 0.390)
O (1.136, 1.000, 0.338)
C (2.684, -0.502, -0.628)
C (1.873, -0.758, -1.801)
N (0.719, -0.245, -2.056)
C (0.043, -0.512, -3.299)
C (0.661, -0.887, -4.453)
C (-0.096, -1.152, -5.623)
C (-1.451, -1.027, -5.614)
C (-2.118, -0.603, -4.434)
C (-3.524, -0.439, -4.355)
C (-4.092, -0.013, -3.194)
C (-3.256, 0.276, -2.093)
N (-1.955, 0.128, -2.135)
C (-1.369, -0.325, -3.287)
C (3.925, -1.164, -0.548)
H (5.059, 0.147, 2.343)
H (2.881, 1.327, 2.228)
H (2.304, -1.459, -2.518)
H (1.739, -0.980, -4.499)
H (0.419, -1.454, -6.524)
H (-2.034, -1.233, -6.502)
H (-4.131, -0.654, -5.226)
H (-5.159, 0.122, -3.099)
H (-3.660, 0.648, -1.159)
H (4.217, -1.852, -1.332)
N (-0.131, 2.736, -1.534)
C (-0.993, 3.786, -0.915)
C (-0.913, 3.757, 0.601)
C (-1.327, 2.444, 1.243)
O (-1.150, 2.198, 2.405)
O (-1.897, 1.577, 0.371)
H (0.843, 2.955, -1.347)
H (-0.244, 2.775, -2.541)
H (-2.014, 3.585, -1.232)
H (-0.708, 4.772, -1.282)
H (-1.560, 4.538, 1.006)
H (0.098, 3.980, 0.950)
N (-0.708, -1.222, 0.456)
C (-0.577, -1.684, 1.513)
N (-0.431, -2.183, 2.701)
C (0.923, -2.248, 3.310)
C (0.902, -1.546, 4.669)
C (-0.051, -0.354, 4.638)
C (-1.507, -0.809, 4.433)
C (-1.561, -2.123, 3.654)
H (1.613, -1.755, 2.624)
H (1.213, -3.296, 3.393)
H (1.918, -1.228, 4.907)
H (0.606, -2.252, 5.449)
H (0.232, 0.315, 3.821)
H (0.034, 0.226, 5.556)
H (-2.052, -0.032, 3.895)
H (-2.013, -0.959, 5.389)
H (-2.488, -2.255, 3.101)
H (-1.442, -2.989, 4.305)

Atoms 1-3, force components in eV/Å:
Ti -1.052 0.528 0.316
Br 0.087 -0.052 0.000
C -0.133 0.121 0.055


Entry from the Open Molecules 2025 dataset: a molecular structure, C25H26Cl2IMoN4OSSi (wB97M-V/def2-TZVPD).

HOMO-LUMO gap (spin up / spin down) = 0.239 / 0.239 Ha
HOMO energy (spin up / spin down) = -10.07 / -10.07 eV
total charge = +1

Element x y z (Å)
Mo (0.257, -0.102, -0.011)
C (2.536, 4.258, -2.916)
Si (1.862, 5.017, -1.308)
C (3.026, 6.399, -0.703)
C (0.058, 5.628, -1.374)
C (1.972, 3.625, 0.001)
C (2.793, 3.717, 1.108)
C (2.933, 2.654, 2.005)
C (2.200, 1.515, 1.788)
N (1.358, 1.415, 0.750)
C (1.263, 2.427, -0.150)
S (0.210, 2.021, -1.442)
H (2.575, 4.995, -3.711)
H (1.920, 3.433, -3.260)
H (3.545, 3.878, -2.773)
H (3.032, 7.208, -1.426)
H (4.050, 6.051, -0.602)
H (2.719, 6.823, 0.249)
H (-0.037, 6.441, -2.087)
H (-0.280, 6.004, -0.411)
H (-0.623, 4.841, -1.682)
H (3.362, 4.615, 1.276)
H (3.604, 2.726, 2.845)
H (2.279, 0.637, 2.426)
O (-1.335, -1.575, -0.739)
C (-2.619, -0.971, -0.732)
C (-2.686, 0.045, 0.378)
C (-3.905, 0.435, 0.896)
C (-3.968, 1.479, 1.810)
C (-2.768, 2.084, 2.172)
C (-1.587, 1.612, 1.653)
N (-1.506, 0.595, 0.761)
H (-1.200, -2.082, -1.560)
H (-3.395, -1.737, -0.589)
H (-2.809, -0.450, -1.687)
H (-4.799, -0.068, 0.568)
H (-4.912, 1.816, 2.202)
H (-2.757, 2.913, 2.858)
H (-0.649, 2.079, 1.936)
Cl (0.800, -3.066, -2.419)
C (2.396, -2.411, -2.415)
C (3.408, -2.998, -3.133)
C (4.673, -2.423, -3.112)
C (4.906, -1.244, -2.417)
C (3.888, -0.669, -1.692)
Cl (4.114, 0.790, -0.801)
C (2.597, -1.255, -1.621)
N (1.647, -0.768, -0.869)
H (3.229, -3.902, -3.695)
H (5.486, -2.903, -3.630)
H (5.879, -0.779, -2.429)
I (0.843, -5.804, 1.782)
C (0.472, -3.796, 2.304)
C (0.193, -3.445, 3.621)
C (-0.028, -2.097, 3.880)
C (0.033, -1.182, 2.850)
N (0.281, -1.523, 1.569)
C (0.505, -2.827, 1.320)
H (0.156, -4.182, 4.406)
H (-0.254, -1.769, 4.883)
H (-0.134, -0.128, 3.039)
H (0.736, -3.078, 0.293)

Atoms 1-3, force components in eV/Å:
Mo 3.721 -1.623 -3.370
C -0.370 0.362 0.444
Si 0.155 0.010 0.093


Entry from the Open Molecules 2025 dataset: a molecular structure, C25H26F3N9O3Pt (wB97M-V/def2-TZVPD).

multiplicity = 5
HOMO-LUMO gap (spin up / spin down) = 0.309 / 0.196 Ha
HOMO energy (spin up / spin down) = -13.86 / -14.15 eV
⟨S²⟩ = 6.04
total charge = +2

Element x y z (Å)
Pt (0.556, -0.387, -0.888)
N (-1.324, 1.474, -2.012)
C (-2.172, 1.306, -3.181)
C (-1.432, 0.821, -4.412)
C (-0.720, -0.566, -4.052)
O (-1.317, -1.489, -4.614)
O (0.226, -0.514, -3.270)
H (-1.860, 1.788, -1.214)
H (-0.573, 2.133, -2.178)
H (-2.651, 2.242, -3.504)
H (-2.979, 0.615, -2.934)
H (-0.593, 1.451, -4.709)
H (-2.116, 0.679, -5.243)
N (1.433, -3.055, -2.952)
C (1.818, -3.323, -1.708)
N (2.341, -4.515, -1.467)
C (2.780, -4.734, -0.232)
N (3.320, -5.914, 0.052)
N (2.712, -3.824, 0.773)
C (2.148, -2.691, 0.457)
N (1.666, -2.357, -0.753)
C (2.005, -1.703, 1.561)
C (2.715, -1.844, 2.745)
C (2.526, -0.908, 3.747)
C (1.623, 0.126, 3.545)
C (0.959, 0.198, 2.335)
N (1.156, -0.695, 1.366)
H (1.571, -3.756, -3.660)
H (1.108, -2.129, -3.192)
H (3.405, -6.611, -0.668)
H (3.667, -6.100, 0.976)
H (3.392, -2.677, 2.854)
H (3.070, -0.990, 4.678)
H (1.434, 0.866, 4.310)
H (0.238, 0.980, 2.134)
F (1.783, 8.592, 1.646)
C (2.799, 7.741, 1.775)
F (3.100, 7.638, 3.074)
F (3.859, 8.248, 1.142)
C (2.461, 6.371, 1.218)
C (3.436, 5.371, 1.298)
C (3.157, 4.112, 0.834)
C (1.883, 3.835, 0.276)
C (0.917, 4.870, 0.181)
C (1.208, 6.126, 0.656)
C (1.564, 2.556, -0.155)
C (1.331, 1.401, -0.561)
H (4.405, 5.595, 1.724)
H (3.898, 3.326, 0.884)
H (-0.049, 4.659, -0.256)
H (0.478, 6.920, 0.595)
N (-1.234, -1.584, -0.585)
C (-2.218, -2.107, -0.271)
N (-3.313, -2.719, 0.057)
C (-4.609, -2.422, -0.580)
C (-5.535, -1.831, 0.474)
O (-5.648, -2.707, 1.575)
C (-4.407, -2.914, 2.217)
C (-3.414, -3.562, 1.264)
H (-5.021, -3.366, -0.941)
H (-4.464, -1.748, -1.421)
H (-6.535, -1.696, 0.066)
H (-5.147, -0.858, 0.804)
H (-4.592, -3.567, 3.068)
H (-4.005, -1.958, 2.579)
H (-3.785, -4.539, 0.952)
H (-2.432, -3.675, 1.719)

Atoms 1-3, force components in eV/Å:
Pt -0.529 0.210 0.885
N 0.106 -0.115 0.092
C -0.124 0.091 -0.030


Entry from the Open Molecules 2025 dataset: a molecular structure, C25H26IN6O4S2 (wB97M-V/def2-TZVPD).

HOMO-LUMO gap = 0.305 Ha
HOMO energy = -6.22 eV
total charge = -1

Element x y z (Å)
O (5.996, -3.335, -2.534)
S (5.569, -1.986, -2.799)
O (6.288, -0.897, -2.189)
N (4.013, -1.758, -2.502)
S (2.912, -2.386, -3.397)
O (1.648, -1.772, -3.101)
O (3.292, -2.573, -4.779)
I (2.591, -4.716, -2.586)
H (5.640, -1.809, -4.140)
N (0.063, 2.978, -5.432)
C (0.327, 1.678, -5.576)
C (0.496, 0.805, -4.511)
C (0.384, 1.304, -3.225)
C (0.141, 2.656, -3.056)
C (-0.010, 3.447, -4.185)
H (0.425, 1.320, -6.595)
H (0.755, -0.235, -4.667)
H (0.533, 0.646, -2.378)
H (0.122, 3.092, -2.066)
H (-0.181, 4.514, -4.087)
N (1.586, 2.511, -0.030)
C (2.655, 1.827, -0.435)
C (3.448, 1.075, 0.421)
C (3.130, 1.057, 1.769)
C (2.026, 1.777, 2.205)
C (1.281, 2.472, 1.266)
H (2.871, 1.857, -1.497)
H (4.283, 0.512, 0.026)
H (3.724, 0.479, 2.466)
H (1.733, 1.783, 3.247)
H (0.395, 3.022, 1.567)
N (-0.617, -2.110, 1.318)
C (-1.508, -2.979, 1.788)
C (-2.206, -2.790, 2.974)
C (-1.967, -1.640, 3.707)
C (-1.043, -0.725, 3.224)
C (-0.397, -1.007, 2.029)
H (-1.684, -3.866, 1.192)
H (-2.917, -3.538, 3.299)
H (-2.491, -1.456, 4.637)
H (-0.825, 0.191, 3.759)
H (0.333, -0.315, 1.620)
N (-0.629, 7.939, 2.187)
C (0.208, 7.101, 2.795)
C (0.855, 6.057, 2.149)
C (0.624, 5.869, 0.795)
C (-0.245, 6.735, 0.150)
C (-0.843, 7.747, 0.886)
H (0.370, 7.272, 3.853)
H (1.526, 5.408, 2.696)
H (1.108, 5.064, 0.254)
H (-0.461, 6.626, -0.905)
H (-1.529, 8.438, 0.408)
N (-3.831, -5.476, 1.607)
C (-5.088, -5.274, 1.991)
C (-6.046, -6.277, 2.037)
C (-5.677, -7.559, 1.662)
C (-4.371, -7.781, 1.256)
C (-3.488, -6.710, 1.246)
H (-5.345, -4.257, 2.272)
H (-7.055, -6.051, 2.357)
H (-6.395, -8.369, 1.682)
H (-4.036, -8.763, 0.949)
H (-2.461, -6.849, 0.927)

Atoms 1-3, force components in eV/Å:
O 0.018 0.150 -0.005
S -0.026 -0.065 -0.225
O -0.032 -0.090 0.055


Number 1: DFT total energy -2395025.3902 eV, largest force on an atom 0.0255 Eh/bohr. Number 2: DFT total energy -128067.8740 eV, largest force on an atom 0.0374 Eh/bohr. Number 3: DFT total energy -133097.6896 eV, largest force on an atom 0.0237 Eh/bohr. Number 4: DFT total energy -88066.0005 eV, largest force on an atom 0.1026 Eh/bohr. Number 5: DFT total energy -57281.5405 eV, largest force on an atom 0.0214 Eh/bohr. Number 6: DFT total energy -73249.1474 eV, largest force on an atom 0.0085 Eh/bohr.